Formula: C4H9NO2
Source: the OMol25 dataset
Level of theory: ωB97M-V with the def2-TZVPD basis set

The geometry in XYZ format:
```
16
C4H9NO2 ωB97M-V with the def2-TZVPD basis set
N -2.01343 -1.35274 -1.41491
C -0.84397 -0.38395 -1.32129
C -0.37127 -0.20597 0.12711
C 0.55478 1.02188 0.21050
C 1.32472 1.09126 1.50999
O 1.25586 2.02692 2.25033
O 2.03756 -0.02885 1.77657
H -2.15560 -1.69585 -0.46772
H -1.59258 -2.16721 -1.85350
H -0.06843 -0.86818 -1.91737
H -1.11943 0.57814 -1.75147
H -1.24030 -0.03884 0.74444
H 0.16837 -1.11559 0.37479
H 1.25961 1.03095 -0.61879
H -0.06950 1.91284 0.15151
H 2.87360 0.19518 2.19979
```

electronic energy: -9879.0350 eV
HOMO energy: -0.358 Eh
Kohn-Sham gap: 0.3814 Eh
energy relative to the best compared isomer or geometry (same formula, charge and spin): 23.7 kcal/mol
charge: 0

Formula: C2H6I2O2Si
Source: the OMol25 dataset
Level of theory: ωB97M-V with the def2-TZVPD basis set

The geometry in XYZ format:
```
13
C2H6I2O2Si ωB97M-V with the def2-TZVPD basis set
C 0.20471 0.08419 -1.71380
C -2.08371 -0.55854 1.60232
O 1.21701 0.86245 -1.17224
O -0.73527 -0.48412 1.45346
Si 2.26887 0.72944 0.06793
I 3.16108 -1.52706 0.64126
I 3.73762 2.69151 -0.55906
H 0.44815 -0.45944 -2.64954
H -0.72473 0.68437 -1.89386
H 0.12596 -0.69365 -0.92121
H -2.37395 -0.14013 2.63972
H -2.73001 -1.48121 1.36422
H -2.51572 0.29221 1.14080
```

electronic energy: -30343.5870 eV
HOMO energy (alpha / beta): -0.349 / -0.277 Eh
Kohn-Sham gap (alpha / beta): 0.2952 / 0.2116 Eh
energy relative to the best compared isomer or geometry (same formula, charge and spin): 104.3 kcal/mol
charge: 0

Formula: C4H4Cl3NS
Source: the OMol25 dataset
Level of theory: ωB97M-V with the def2-TZVPD basis set

The geometry in XYZ format:
```
13
C4H4Cl3NS ωB97M-V with the def2-TZVPD basis set
C 0.67726 -0.58869 0.98929
C 2.47850 0.52766 -0.16212
C -0.00867 -1.29002 -0.10507
C -1.17862 -2.21507 0.20298
N 1.46977 0.50162 0.60387
S 0.34048 -1.07873 -1.67536
Cl 3.36536 -0.86856 -0.71876
Cl 1.77209 -2.09674 1.67619
Cl -2.67024 -1.26638 0.11363
H -0.00477 -0.21174 1.74023
H 2.79795 1.45985 -0.40461
H -1.11217 -2.54338 1.20388
H -1.38734 -2.98103 -0.56104
```

electronic energy: -54101.9396 eV
HOMO energy (alpha / beta): -0.273 / -0.381 Eh
Kohn-Sham gap (alpha / beta): 0.2740 / 0.2737 Eh
spin multiplicity: 3
charge: 0

Formula: C5H12N5
Source: the OMol25 dataset
Level of theory: ωB97M-V with the def2-TZVPD basis set

The geometry in XYZ format:
```
22
C5H12N5 ωB97M-V with the def2-TZVPD basis set
C 1.19425 -1.08666 -1.77591
C 0.35942 -2.03648 0.40887
C 2.19206 -0.29603 0.39172
C -2.16264 1.90627 1.73451
C 1.14340 -1.09228 -0.30910
N -1.68104 1.71679 -1.77164
N -2.29238 2.23410 -0.73863
N -0.82239 0.84841 -1.29576
N -1.79447 1.68449 0.36017
N -0.87378 0.76388 -0.04725
H 2.18621 -0.81160 -2.10024
H 0.54678 -1.89060 -2.08113
H 0.44419 -0.24551 -2.11625
H 0.96894 -2.87550 0.73069
H 0.19875 -1.81110 1.48756
H -0.28101 -2.55910 -0.20812
H 2.51614 0.54357 -0.04796
H 1.85204 -0.06898 1.31281
H 3.12891 -0.91236 0.28430
H -2.06245 0.94454 2.22579
H -1.51304 2.80543 1.96720
H -3.24789 2.23869 1.58840
```

electronic energy: -12818.3718 eV
HOMO energy: -0.552 Eh
Kohn-Sham gap: 0.3586 Eh
energy relative to the best compared isomer or geometry (same formula, charge and spin): 151.9 kcal/mol
charge: +1

Formula: C18H40As2N4O3P2Pd
Source: the OMol25 dataset
Level of theory: ωB97M-V with the def2-TZVPD basis set

The geometry in XYZ format:
```
70
C18H40As2N4O3P2Pd ωB97M-V with the def2-TZVPD basis set
Pd 0.31537 0.30409 0.29524
C 3.94917 -0.54071 -1.23796
As 2.83927 0.48419 0.03024
C 3.98837 0.41179 1.64284
C 3.19827 2.30489 -0.61786
C 4.51297 2.65779 -0.91576
C 4.82367 3.94939 -1.30236
C 3.82337 4.90459 -1.37586
C 2.50807 4.54829 -1.12946
C 2.17967 3.24259 -0.77516
As 0.31087 2.62109 -0.72796
C -0.73303 4.30739 -0.75856
C 0.19947 2.12019 -2.61146
H 4.98727 -0.56261 -0.89226
H 3.89917 -0.05591 -2.21666
H 3.59367 -1.56541 -1.34536
H 4.78087 1.15769 1.55824
H 4.44657 -0.57241 1.74904
H 3.39487 0.62549 2.53054
H 5.29437 1.90719 -0.84776
H 5.84437 4.20819 -1.53996
H 4.06357 5.92129 -1.64296
H 1.73227 5.29439 -1.21906
H -0.39343 4.91929 -1.59686
H -0.61913 4.85999 0.17534
H -1.78693 4.07459 -0.91336
H 0.59367 2.92099 -3.24126
H -0.84053 1.92049 -2.87176
H 0.77317 1.20169 -2.76826
C -2.68593 -0.06571 2.72464
N -2.10623 0.51749 1.51794
C -2.34433 1.96369 1.51104
P -2.47123 -0.22821 0.02394
O -1.82693 0.52539 -1.05586
O -1.86423 -1.71751 0.28704
P -0.40213 -2.25721 -0.12296
O 0.25577 -1.48691 -1.19046
N 0.47527 -2.02121 1.33644
C 1.84537 -2.51571 1.18714
C -0.09023 -2.51821 2.58724
N -0.64973 -3.84361 -0.45646
C -1.65533 -4.65951 0.19234
C 0.10507 -4.51301 -1.49676
N -4.06043 -0.56031 -0.24516
C -4.81393 -1.63001 0.37694
C -4.77953 0.19379 -1.25356
H -2.07493 0.20959 3.58644
H -2.72653 -1.14821 2.64434
H -3.70333 0.30269 2.89154
H -1.61993 2.45629 2.16614
H -3.34943 2.20259 1.87024
H -2.24213 2.34789 0.49564
H 2.21527 -2.26551 0.19124
H 1.89427 -3.60291 1.30024
H 2.48277 -2.06021 1.94864
H -1.16723 -2.38631 2.60224
H 0.34067 -1.96781 3.42564
H 0.13087 -3.57951 2.72314
H -2.18363 -4.07331 0.93744
H -1.18843 -5.52341 0.67194
H -2.37333 -5.02861 -0.54406
H 0.73587 -3.79051 -2.00606
H -0.57353 -4.96161 -2.22586
H 0.72157 -5.30831 -1.07106
H -4.18113 -2.18761 1.06184
H -5.18303 -2.31541 -0.38916
H -5.67423 -1.22601 0.91674
H -4.09513 0.88359 -1.74046
H -5.60723 0.75009 -0.80736
H -5.18863 -0.48091 -2.00666
```

electronic energy: -175141.7638 eV
HOMO energy (alpha / beta): -0.508 / -0.538 Eh
Kohn-Sham gap (alpha / beta): 0.3265 / 0.2368 Eh
spin multiplicity: 3
charge: +2

Formula: C6H10N2O
Source: the OMol25 dataset
Level of theory: ωB97M-V with the def2-TZVPD basis set

The geometry in XYZ format:
```
19
C6H10N2O ωB97M-V with the def2-TZVPD basis set
O -3.57194 0.08986 -0.17196
C -2.27466 -0.18894 -0.50957
C -1.34464 0.13075 0.75042
C 0.09790 -0.07423 0.23545
N 0.63848 -1.20450 0.17274
C 2.10218 -1.28496 -0.08252
C 2.69123 0.10478 -0.07152
C 2.01851 1.30622 -0.10490
N 0.65049 1.16638 -0.03960
H -3.94972 -0.80550 0.16620
H -1.95366 0.50439 -1.30266
H -2.11216 -1.23287 -0.99181
H -1.41515 1.31206 1.10074
H -1.75010 -0.58970 1.60768
H 2.13023 -1.75917 -1.15676
H 2.65503 -2.06698 0.46221
H 3.81704 -0.03842 -0.29647
H 2.44100 2.20034 -0.13830
H -0.05284 2.06214 -0.31128
```

electronic energy: -11408.5970 eV
HOMO energy: -0.284 Eh
Kohn-Sham gap: 0.3104 Eh
energy relative to the best compared isomer or geometry (same formula, charge and spin): 80.5 kcal/mol
charge: 0

Please write out number 4 again, unchanged.
Formula: C5H12N5
Source: the OMol25 dataset
Level of theory: ωB97M-V with the def2-TZVPD basis set

The geometry in XYZ format:
```
22
C5H12N5 ωB97M-V with the def2-TZVPD basis set
C 1.19425 -1.08666 -1.77591
C 0.35942 -2.03648 0.40887
C 2.19206 -0.29603 0.39172
C -2.16264 1.90627 1.73451
C 1.14340 -1.09228 -0.30910
N -1.68104 1.71679 -1.77164
N -2.29238 2.23410 -0.73863
N -0.82239 0.84841 -1.29576
N -1.79447 1.68449 0.36017
N -0.87378 0.76388 -0.04725
H 2.18621 -0.81160 -2.10024
H 0.54678 -1.89060 -2.08113
H 0.44419 -0.24551 -2.11625
H 0.96894 -2.87550 0.73069
H 0.19875 -1.81110 1.48756
H -0.28101 -2.55910 -0.20812
H 2.51614 0.54357 -0.04796
H 1.85204 -0.06898 1.31281
H 3.12891 -0.91236 0.28430
H -2.06245 0.94454 2.22579
H -1.51304 2.80543 1.96720
H -3.24789 2.23869 1.58840
```

electronic energy: -12818.3718 eV
HOMO energy: -0.552 Eh
Kohn-Sham gap: 0.3586 Eh
energy relative to the best compared isomer or geometry (same formula, charge and spin): 151.9 kcal/mol
charge: +1

Question: charge of number 5 (C18H40As2N4O3P2Pd)?
Answer: +2

Question: What is the formula in the fourth record?
Answer: C5H12N5

Question: Which formula does entry 5 have?
Answer: C18H40As2N4O3P2Pd